A single C5H8N2 molecule in a non-equilibrium geometry, computed with the ωB97M-V functional and the def2-TZVPD basis.

Structure (ORCA input):
```
! wB97M-V def2-TZVPD RIJCOSX def2/J DEFGRID3
* xyz 0 1
C 1.8190 -0.7631 -0.3049
C 0.7887 0.0385 0.7103
N 0.3566 0.5675 -0.7033
C -0.6261 0.3201 0.2838
C -1.6377 -0.7613 0.0222
C -1.1779 1.6063 0.6975
N -1.6176 2.6554 0.9113
H 2.6841 -0.8397 0.3192
H 1.3708 -1.7106 -0.5891
H 2.1833 -0.3227 -1.2823
H 1.1514 0.8368 1.3862
H 0.7395 1.4946 -0.7715
H -1.1155 -1.6939 -0.2014
H -2.2650 -0.9109 0.9050
H -2.2653 -0.4804 -0.8265
*
```

Calculated values
Energy (hartree): -304.67123
Energy relative to the best compared isomer or geometry (same formula, charge and spin) (kcal per mole): 103.1
SMILES: C[C@H]1N[C@]1(C)C#N
Highest occupied orbital energy (eV): -9.0
Gap between HOMO and LUMO (eV): 9.9

Per-atom natural (NBO) charges, elementary charge units:
1 C -0.53
2 C -0.15
3 N -0.53
4 C -0.03
5 C -0.60
6 C 0.27
7 N -0.31
8 H 0.19
9 H 0.22
10 H 0.20
11 H 0.20
12 H 0.38
13 H 0.23
14 H 0.23
15 H 0.23

---

A molecular structure, C5H8N2, computed with the ωB97M-V functional and the def2-TZVPD basis.

Structure (ORCA input):
```
! wB97M-V def2-TZVPD RIJCOSX def2/J DEFGRID3
* xyz 0 1
C -0.6860 -0.2248 1.0244
C 0.4326 -0.2069 0.0033
C 1.8691 0.0604 0.3611
N 0.1787 -1.0510 -1.1453
C -0.2386 0.3403 -1.2233
C -1.5643 0.5918 -0.6335
N -2.6791 1.0550 -0.5251
H -2.1295 0.4964 0.5163
H -0.5289 0.5004 1.8319
H -0.8933 -1.2155 1.4426
H 2.2486 -0.7439 1.0001
H 2.4869 0.1049 -0.5403
H 1.9626 1.0044 0.9076
H -0.6080 -1.6810 -1.0009
H 0.1492 0.9697 -2.0188
*
```

Calculated values
Energy (hartree): -304.62757
Energy relative to the best compared isomer or geometry (same formula, charge and spin) (kcal per mole): 130.5
Highest occupied orbital energy (eV): -8.2
Gap between HOMO and LUMO (eV): 9.2

Per-atom natural (NBO) charges, elementary charge units:
1 C -0.74
2 C 0.12
3 C -0.61
4 N -0.55
5 C -0.20
6 C 0.28
7 N -0.48
8 H 0.48
9 H 0.22
10 H 0.21
11 H 0.22
12 H 0.22
13 H 0.22
14 H 0.36
15 H 0.24

---

A molecular structure, C5H8N2, computed with the ωB97M-V functional and the def2-TZVPD basis.

Structure (ORCA input):
```
! wB97M-V def2-TZVPD RIJCOSX def2/J DEFGRID3
* xyz 0 1
C -1.9387 0.1549 -0.5907
N -1.5109 -0.6313 0.5505
C -0.1476 -1.0151 0.7638
C 0.8858 -0.0085 0.3011
C 2.0494 -0.0949 -0.6296
C 0.2585 0.9162 1.0296
N -0.7451 0.0067 1.6361
H -1.1989 0.8842 -0.9453
H -2.8551 0.6818 -0.3108
H -2.1736 -0.5417 -1.4010
H 0.0501 -2.0259 1.1144
H 1.9347 0.5918 -1.4764
H 2.1534 -1.1077 -1.0308
H 2.9846 0.1620 -0.1201
H 0.3079 1.9864 1.1994
*
```

Calculated values
Energy (hartree): -304.67880
Energy relative to the best compared isomer or geometry (same formula, charge and spin) (kcal per mole): 98.3
Highest occupied orbital energy (eV): -9.0
Gap between HOMO and LUMO (eV): 10.0

Per-atom natural (NBO) charges, elementary charge units:
1 C -0.44
2 N -0.25
3 C 0.03
4 C -0.04
5 C -0.66
6 C -0.07
7 N -0.26
8 H 0.19
9 H 0.21
10 H 0.21
11 H 0.20
12 H 0.23
13 H 0.22
14 H 0.23
15 H 0.21

---

A single C5H8N2 molecule in a non-equilibrium geometry, computed with the ωB97M-V functional and the def2-TZVPD basis.

Structure (ORCA input):
```
! wB97M-V def2-TZVPD RIJCOSX def2/J DEFGRID3
* xyz 0 1
C 1.2523 -1.4073 0.9322
C 0.5823 -0.1015 1.2196
N -0.2934 0.4371 0.3419
C 0.1542 0.6802 -1.0146
C -1.0872 0.9998 -1.7434
N -2.0695 1.0440 -0.8978
C -1.6033 0.7290 0.3552
H 1.9685 -1.8438 1.6441
H 0.4953 -2.1927 0.7657
H 1.8639 -1.3464 0.0423
H 0.6590 -0.2565 -1.2968
H 0.4346 0.0422 2.2701
H 0.9462 1.4260 -1.0626
H -1.1283 1.1487 -2.8225
H -2.1747 0.6412 1.2666
*
```

Calculated values
Energy (hartree): -304.70942
Energy relative to the best compared isomer or geometry (same formula, charge and spin) (kcal per mole): 79.1
Highest occupied orbital energy (alpha / beta) (eV): -7.2 / -6.4
Gap between HOMO and LUMO (alpha / beta) (eV): 7.7 / 6.9

Per-atom natural (NBO) charges, elementary charge units:
1 C -0.67
2 C -0.10
3 N -0.31
4 C -0.30
5 C 0.00
6 N -0.40
7 C 0.10
8 H 0.23
9 H 0.20
10 H 0.20
11 H 0.23
12 H 0.18
13 H 0.23
14 H 0.20
15 H 0.20

---

A single C5H8N2 molecule, computed with the ωB97M-V functional and the def2-TZVPD basis.

Structure (ORCA input):
```
! wB97M-V def2-TZVPD RIJCOSX def2/J DEFGRID3
* xyz 0 1
C -1.3217 -1.1787 0.5307
N -0.1121 -0.5305 0.0876
C 1.1714 -1.0343 0.2214
C 2.0517 -0.0632 -0.1579
C 1.2880 1.0824 -0.5344
C -0.0368 0.7601 -0.3604
N -1.2036 1.4997 -0.6171
H -2.1604 -0.8907 -0.1101
H -1.1932 -2.2591 0.4530
H -1.5649 -0.9283 1.5738
H 1.3271 -2.0492 0.5602
H 3.1320 -0.1544 -0.1829
H 1.6638 2.0248 -0.9066
H -1.9929 1.2291 -0.0451
H -1.0484 2.4924 -0.5124
*
```

Calculated values
Energy (hartree): -304.82025
Energy relative to the best compared isomer or geometry (same formula, charge and spin) (kcal per mole): 9.6
SMILES: Cn1cccc1N
Highest occupied orbital energy (eV): -7.3
Gap between HOMO and LUMO (eV): 8.2

Per-atom natural (NBO) charges, elementary charge units:
1 C -0.41
2 N -0.36
3 C -0.10
4 C -0.28
5 C -0.38
6 C 0.32
7 N -0.82
8 H 0.21
9 H 0.22
10 H 0.20
11 H 0.21
12 H 0.22
13 H 0.22
14 H 0.37
15 H 0.38

---

2 unconnected molecules or ions with the total composition C5H8N2 in a non-equilibrium geometry, computed with the ωB97M-V functional and the def2-TZVPD basis.

Structure (ORCA input):
```
! wB97M-V def2-TZVPD RIJCOSX def2/J DEFGRID3
* xyz 0 1
C 2.2306 -0.6918 0.2410
C 1.4339 -0.4052 -0.9578
C -1.3756 -0.4903 -0.1487
C -0.8976 -1.8132 0.2051
N -0.5799 -2.8865 0.4981
N -1.0702 0.5112 0.5642
C -1.6571 1.7823 0.1947
H 1.7966 -1.4462 0.9048
H 3.0658 -1.2067 -0.2899
H 2.6844 0.1361 0.8021
H 1.8052 0.5648 -1.3555
H -2.0343 -0.4457 -1.0245
H -2.3497 1.7220 -0.6583
H -0.8587 2.4936 -0.0396
H -2.1934 2.1756 1.0643
*
```

Calculated values
Energy (hartree): -304.63533
Energy relative to the best compared isomer or geometry (same formula, charge and spin) (kcal per mole): 125.6
Highest occupied orbital energy (eV): -8.7
Gap between HOMO and LUMO (eV): 8.6

Per-atom natural (NBO) charges, elementary charge units:
1 C -0.79
2 C -0.03
3 C 0.01
4 C 0.25
5 N -0.29
6 N -0.34
7 C -0.44
8 H 0.24
9 H 0.29
10 H 0.21
11 H 0.09
12 H 0.19
13 H 0.18
14 H 0.21
15 H 0.22

---

A single C5H8N2 molecule, computed with the ωB97M-V functional and the def2-TZVPD basis.

Structure (ORCA input):
```
! wB97M-V def2-TZVPD RIJCOSX def2/J DEFGRID3
* xyz 0 1
C 2.3085 0.1916 0.0147
N 0.8934 -0.0804 0.1178
C 0.3267 -1.3147 0.2345
C -1.0411 -1.1834 0.1745
C -1.3190 0.2036 0.0011
N -2.6030 0.7911 -0.0198
C -0.1083 0.8545 -0.0426
H 2.8639 -0.6874 0.3525
H 2.6011 0.4169 -1.0184
H 2.5822 1.0378 0.6536
H 0.9483 -2.1928 0.3549
H -1.7653 -1.9813 0.2795
H -3.2432 0.2849 -0.6180
H -2.5686 1.7543 -0.3318
H 0.1243 1.9055 -0.1527
*
```

Calculated values
Energy (hartree): -304.81870
Energy relative to the best compared isomer or geometry (same formula, charge and spin) (kcal per mole): 10.5
SMILES: Cn1ccc(N)c1
Highest occupied orbital energy (eV): -7.5
Gap between HOMO and LUMO (eV): 8.5

Per-atom natural (NBO) charges, elementary charge units:
1 C -0.39
2 N -0.33
3 C -0.04
4 C -0.35
5 C 0.10
6 N -0.81
7 C -0.15
8 H 0.21
9 H 0.20
10 H 0.20
11 H 0.21
12 H 0.22
13 H 0.37
14 H 0.36
15 H 0.20

---

A single C5H8N2 molecule, computed with the ωB97M-V functional and the def2-TZVPD basis.

Structure (ORCA input):
```
! wB97M-V def2-TZVPD RIJCOSX def2/J DEFGRID3
* xyz 0 1
C 2.3371 -0.5242 0.2540
N 0.9811 -0.0273 0.0106
C 0.6886 1.3107 -0.3025
C -0.6517 1.4785 -0.5296
C -1.1082 0.0573 -0.4218
C -2.3850 -0.2859 0.3296
N 0.0031 -0.8152 -0.0032
H 2.8625 0.2326 0.8509
H 2.8234 -0.6240 -0.7354
H 2.2600 -1.4982 0.7615
H 1.5247 1.9993 -0.2586
H -1.2437 -0.2043 -1.4913
H -3.2152 0.2556 -0.1287
H -2.3116 0.0094 1.3809
H -2.5651 -1.3643 0.2839
*
```

Calculated values
Energy (hartree): -304.68919
Energy relative to the best compared isomer or geometry (same formula, charge and spin) (kcal per mole): 91.8
Highest occupied orbital energy (alpha / beta) (eV): -8.0 / -8.0
Gap between HOMO and LUMO (alpha / beta) (eV): 8.0 / 8.0

Per-atom natural (NBO) charges, elementary charge units:
1 C -0.42
2 N -0.02
3 C -0.27
4 C -0.16
5 C -0.24
6 C -0.59
7 N -0.13
8 H 0.23
9 H 0.23
10 H 0.24
11 H 0.21
12 H 0.28
13 H 0.23
14 H 0.21
15 H 0.21